Version one
The following is a DFT calculation (wB97M-V/def2-TZVPD) of a single C5H8O2 molecule.

Structure (XYZ):
```
15
Properties=species:S:1:pos:R:3:nbo_charge:R:1
C 1.486 0.238 -1.156 -0.6241
C 0.815 -0.295 0.095 0.0336
O 0.815 0.729 1.127 -0.5112
C -0.042 0.333 2.061 0.0979
C -1.551 0.448 -0.151 -0.5640
C -0.675 -0.563 -0.077 0.3490
O -0.972 -1.877 -0.081 -0.6613
H 1.001 1.164 -1.481 0.2208
H 2.550 0.432 -0.995 0.2222
H 1.385 -0.500 -1.960 0.2258
H 1.308 -1.195 0.478 0.2150
H -0.371 1.287 2.533 0.0825
H -2.624 0.297 -0.125 0.2078
H -1.192 1.471 -0.155 0.2222
H -1.934 -1.970 -0.115 0.4840
```

The calculation puts the orbital gap at 8.84 eV. As for the spin multiplicity: 1. Its LUMO energy is 0.7 eV.



Version two
The following is a DFT calculation (wB97M-V/def2-TZVPD) of a molecular structure, C5H8O2.

Structure (XYZ):
```
15
Properties=species:S:1:pos:R:3:nbo_charge:R:1
O -0.286 -1.510 -1.621 -0.6918
C -0.162 -0.513 -0.662 0.2553
C 1.094 -0.643 0.208 -0.4815
C 0.838 0.398 1.283 0.0789
O 0.975 1.642 0.818 -0.6540
C -1.303 -0.030 0.176 -0.2470
C -0.803 0.822 -0.770 -0.4744
H -0.845 -1.189 -2.337 0.4764
H 1.125 -1.658 0.613 0.2188
H 2.007 -0.442 -0.358 0.2324
H 1.132 0.251 2.326 0.2093
H -0.482 0.159 1.335 0.1545
H -2.270 -0.343 0.532 0.2440
H -1.253 1.426 -1.538 0.2503
H 0.232 1.630 -0.006 0.4288
```

The calculation puts the orbital gap at 9.34 eV. As for the spin multiplicity: 1. Its LUMO energy is 0.6 eV.



It turns out version one is the most stable, with the second structure 0.427 eV higher.



Version one
The following is a DFT calculation (wB97M-V/def2-TZVPD) of a single C5H8O2 molecule.

Structure (XYZ):
```
15
Properties=species:S:1:pos:R:3:nbo_charge:R:1
C 0.058 -1.131 -1.453 -0.6153
C 1.111 -0.197 -0.853 -0.3901
C 0.507 0.861 0.076 -0.5189
C -0.273 0.273 1.222 0.4872
O -0.052 -0.804 1.730 -0.4994
C -1.452 1.080 1.788 0.3456
O -1.830 2.128 1.328 -0.4744
H -0.435 -1.715 -0.672 0.2141
H 0.517 -1.843 -2.146 0.2155
H -0.709 -0.572 -2.002 0.2013
H 1.645 0.326 -1.659 0.2075
H 1.856 -0.785 -0.301 0.2129
H 1.301 1.475 0.524 0.2464
H -0.132 1.568 -0.465 0.2380
H -1.941 0.575 2.647 0.1296
```

The calculation puts the orbital gap at 9.34 eV. The SMILES is CCCC(=O)C=O. As for the spin multiplicity: 1. Its LUMO energy is -0.5 eV.



Version two
The following is a DFT calculation (wB97M-V/def2-TZVPD) of 2 unconnected molecules or ions with the total composition C5H8O2.

Structure (XYZ):
```
15
Properties=species:S:1:pos:R:3:nbo_charge:R:1
C 0.246 1.655 1.502 -0.6943
C -0.400 1.377 0.189 0.0058
C 0.668 -0.281 -1.315 -0.6112
C -0.075 -1.126 -0.500 0.3415
O -0.566 -0.794 0.613 -0.6084
C -0.349 -2.554 -0.914 0.3772
O -0.359 -2.940 -2.058 -0.4989
H -0.218 1.112 2.326 0.2389
H 0.162 2.738 1.685 0.2343
H 1.315 1.424 1.487 0.2363
H -0.034 1.952 -0.652 0.1942
H -1.461 1.170 0.171 0.2108
H 0.884 -0.565 -2.342 0.2307
H 1.418 0.333 -0.822 0.2195
H -0.579 -3.216 -0.057 0.1235
```

The calculation puts the orbital gap (spin up / spin down) at 7.28 / 7.28 eV. As for the spin multiplicity: 1. Its LUMO energy (spin up / spin down) is -1.0 / -1.0 eV.



Version three
The following is a DFT calculation (wB97M-V/def2-TZVPD) of 2 unconnected molecules or ions with the total composition C5H8O2.

Structure (XYZ):
```
15
Properties=species:S:1:pos:R:3:nbo_charge:R:1
C 0.652 -0.141 -1.012 -0.6570
C 0.639 0.588 0.297 -0.2533
C 0.871 -0.075 1.422 0.0870
O 0.642 -1.431 1.467 -0.7063
H 1.641 -0.600 -0.995 0.2254
H -0.065 -0.961 -1.119 0.2167
H 0.575 0.528 -1.873 0.2198
H 0.611 1.672 0.310 0.2152
H 1.188 0.407 2.340 0.1694
H 1.043 -1.816 2.252 0.4838
C -1.997 0.304 0.452 -0.7762
C -2.304 0.271 -0.819 0.7099
O -2.625 0.246 -1.944 -0.4734
H -1.643 -0.594 0.948 0.2757
H -2.072 1.241 0.985 0.2631
```

The calculation puts the orbital gap at 8.73 eV. The SMILES is C/C=C\O.C=C=O. As for the spin multiplicity: 1. Its LUMO energy is 0.6 eV.



It turns out version one is the most stable, with the second structure 1.790 eV higher.



Version one
The following is a DFT calculation (wB97M-V/def2-TZVPD) of a single C5H8O2 molecule.

Structure (XYZ):
```
15
Properties=species:S:1:pos:R:3:nbo_charge:R:1
C 1.953 -0.203 1.191 -0.6037
C 0.553 0.326 0.902 -0.3873
C -0.188 -0.473 -0.174 -0.5142
C -1.499 0.192 -0.512 0.4900
O -2.238 0.702 0.302 -0.4948
C -1.925 0.266 -1.982 0.3456
O -1.454 -0.436 -2.841 -0.4749
H 1.927 -1.234 1.561 0.2041
H 2.445 0.413 1.950 0.2147
H 2.578 -0.185 0.291 0.2033
H 0.618 1.372 0.580 0.1995
H -0.054 0.329 1.814 0.2162
H 0.405 -0.587 -1.089 0.2308
H -0.400 -1.491 0.184 0.2404
H -2.721 1.009 -2.176 0.1304
```

The calculation puts the orbital gap at 9.36 eV. The SMILES is CCCC(=O)C=O. As for the spin multiplicity: 1. Its LUMO energy is -0.5 eV.



Version two
The following is a DFT calculation (wB97M-V/def2-TZVPD) of a molecular structure, C5H8O2.

Structure (XYZ):
```
15
Properties=species:S:1:pos:R:3:nbo_charge:R:1
C 0.130 -1.914 0.343 -0.2495
C 0.403 0.260 0.532 0.2261
C -0.345 1.337 1.235 -0.7469
C 0.758 0.614 -0.884 -0.6686
C -0.538 0.055 -1.447 0.8038
O -1.131 0.391 -2.433 -0.5491
O -1.024 -0.791 -0.518 -0.5983
H 0.693 -2.213 -0.538 0.2004
H 0.758 -1.870 1.222 0.2115
H -0.743 -2.541 0.507 0.2052
H -0.836 2.081 0.586 0.1986
H -1.052 0.976 1.987 0.2407
H 0.455 1.859 1.785 0.2599
H 0.836 1.680 -1.120 0.2310
H 1.637 0.077 -1.256 0.2352
```

The calculation puts the orbital gap (spin up / spin down) at 8.35 / 8.35 eV. As for the spin multiplicity: 1. Its LUMO energy (spin up / spin down) is 0.1 / 0.1 eV.



It turns out version one is the most stable, with the second structure 5.218 eV higher.



Version one
The following is a DFT calculation (wB97M-V/def2-TZVPD) of a single C5H8O2 molecule.

Structure (XYZ):
```
15
Properties=species:S:1:pos:R:3:nbo_charge:R:1
O 0.285 1.918 0.951 -0.7174
C 0.357 0.496 0.883 0.0341
C 1.416 0.001 -0.066 -0.2519
C 0.947 -0.906 -0.918 -0.1439
C -0.507 -1.233 -0.674 -0.4634
C -0.960 -0.156 0.333 0.0827
O -1.719 0.819 -0.347 -0.7198
H 0.533 2.256 0.079 0.4745
H 0.539 0.186 1.916 0.1852
H 2.439 0.370 -0.029 0.2165
H 1.543 -1.396 -1.684 0.2123
H -0.625 -2.254 -0.277 0.2164
H -1.124 -1.178 -1.576 0.2320
H -1.548 -0.606 1.148 0.1612
H -1.584 1.637 0.157 0.4817
```

The calculation puts the orbital gap at 10.66 eV. The SMILES is O[C@@H]1C=CC[C@@H]1O. As for the spin multiplicity: 1. Its LUMO energy is 0.9 eV.



Version two
The following is a DFT calculation (wB97M-V/def2-TZVPD) of a molecular structure, C5H8O2.

Structure (XYZ):
```
15
Properties=species:S:1:pos:R:3:nbo_charge:R:1
C -1.876 -0.231 -0.309 -0.6406
C -0.662 0.571 0.113 0.0905
O -0.237 0.567 1.499 -0.5115
C 1.133 0.437 1.074 0.0627
C 1.320 -0.948 0.535 -0.4727
C 0.723 0.143 -0.333 0.1923
O 1.314 0.547 -1.523 -0.6870
H -1.660 -1.303 -0.358 0.2129
H -2.723 -0.061 0.360 0.2285
H -2.174 0.112 -1.313 0.2120
H -0.804 1.617 -0.185 0.1751
H 1.881 1.101 1.499 0.2069
H 2.329 -1.199 0.202 0.2325
H 0.747 -1.758 0.984 0.2206
H 0.687 0.404 -2.244 0.4778
```

The calculation puts the orbital gap at 10.17 eV. As for the spin multiplicity: 1. Its LUMO energy is 0.8 eV.



It turns out version one is the most stable, with the second structure 1.738 eV higher.



Version one
The following is a DFT calculation (wB97M-V/def2-TZVPD) of a single C5H8O2 molecule.

Structure (XYZ):
```
15
Properties=species:S:1:pos:R:3:nbo_charge:R:1
O 2.274 -0.395 -0.391 -0.6924
C 1.259 0.047 0.428 0.1118
C -0.094 1.277 -0.037 -0.4778
C -0.932 0.061 0.153 0.2200
O -2.151 0.064 0.811 -0.6885
C -0.556 -1.013 -0.810 -0.4400
C 0.134 -0.917 0.539 -0.2875
H 3.107 0.045 -0.188 0.4809
H 1.324 0.976 0.952 0.2339
H -0.289 2.040 0.752 0.2031
H -0.034 1.764 -1.009 0.2000
H -2.809 0.382 0.184 0.4694
H -1.286 -1.808 -0.909 0.2243
H 0.009 -0.774 -1.710 0.2178
H 0.044 -1.748 1.235 0.2250
```

The calculation puts the orbital gap at 8.94 eV. The SMILES is O[C@H]1C[C@@]2(O)C[C@@H]12. As for the spin multiplicity: 1. Its LUMO energy is 0.8 eV.



Version two
The following is a DFT calculation (wB97M-V/def2-TZVPD) of a single C5H8O2 molecule.

Structure (XYZ):
```
15
Properties=species:S:1:pos:R:3:nbo_charge:R:1
C -1.335 1.487 1.522 -0.2268
C -0.686 0.910 0.686 -0.0565
C 0.111 0.164 -0.324 0.1414
C 1.402 0.953 -0.612 -0.6081
O -0.605 0.031 -1.532 -0.7074
C 0.262 -1.307 0.155 -0.0748
O -0.972 -1.996 -0.090 -0.7250
H -1.919 2.010 2.247 0.2383
H 2.068 0.416 -1.295 0.2188
H 1.957 1.218 0.294 0.2182
H 1.121 1.894 -1.100 0.2329
H -1.126 -0.786 -1.374 0.4866
H 0.533 -1.426 1.206 0.1860
H 1.004 -1.793 -0.487 0.1943
H -1.659 -1.657 0.507 0.4822
```

The calculation puts the orbital gap at 11.14 eV. The SMILES is C#C[C@](C)(O)CO. As for the spin multiplicity: 1. Its LUMO energy is 0.8 eV.



Version three
The following is a DFT calculation (wB97M-V/def2-TZVPD) of a single C5H8O2 molecule.

Structure (XYZ):
```
15
Properties=species:S:1:pos:R:3:nbo_charge:R:1
C -1.845 -0.246 -0.242 -0.6400
C -0.811 0.802 -0.042 0.0841
O -0.434 0.936 1.321 -0.5256
C 0.870 0.470 1.095 0.0793
C 0.972 -0.912 0.351 -0.4894
C 0.956 0.355 -0.366 0.2119
O 1.680 0.933 -1.385 -0.6805
H -1.172 -1.292 -0.254 0.1847
H -2.439 -0.511 0.636 0.2411
H -2.457 -0.110 -1.146 0.2252
H -0.838 1.727 -0.611 0.1972
H 1.586 0.823 1.834 0.2058
H -0.029 -1.546 0.102 0.1835
H 1.753 -1.638 0.559 0.2389
H 2.062 0.255 -1.959 0.4839
```

The calculation puts the orbital gap at 9.46 eV. The SMILES is C[C@H]1O[C@H]2C[C@]21O. As for the spin multiplicity: 1. Its LUMO energy is 0.8 eV.



It turns out version two is the most stable, with the second structure 1.675 eV higher.



Version one
The following is a DFT calculation (wB97M-V/def2-TZVPD) of a single C5H8O2 molecule.

Structure (XYZ):
```
15
Properties=species:S:1:pos:R:3:nbo_charge:R:1
O -2.241 -1.991 0.651 -0.5178
C -1.410 -1.169 0.372 0.6203
C -0.828 0.037 1.106 -0.5326
C -0.284 0.525 -0.264 -0.2292
C 1.169 0.957 -0.302 -0.0573
O 1.953 -0.093 0.233 -0.7323
C -0.620 -0.854 -0.896 -0.5325
H -0.016 -0.268 1.777 0.2497
H -1.537 0.669 1.647 0.2312
H -0.908 1.321 -0.684 0.2136
H 1.293 1.880 0.284 0.1647
H 1.461 1.177 -1.341 0.1646
H 2.878 0.178 0.225 0.4762
H 0.268 -1.491 -0.972 0.2502
H -1.177 -0.880 -1.837 0.2312
```

The calculation puts the orbital gap at 10.03 eV. The SMILES is O=C1CC(CO)C1. As for the spin multiplicity: 1. Its LUMO energy is 0.7 eV.



Version two
The following is a DFT calculation (wB97M-V/def2-TZVPD) of a molecular structure, C5H8O2.

Structure (XYZ):
```
15
Properties=species:S:1:pos:R:3:nbo_charge:R:1
C -1.446 0.290 -0.073 0.7897
C -0.437 -1.464 0.081 -0.0682
C 0.035 0.097 0.032 -0.1630
C 0.646 0.332 -1.386 -0.6065
C 0.720 0.685 1.186 -0.6258
O -2.100 1.253 0.131 -0.5416
O -1.752 -1.018 -0.345 -0.5003
H 0.030 -2.122 -0.574 0.1815
H -0.537 -1.903 1.115 0.1816
H 1.719 -0.086 -1.377 0.2265
H 0.424 1.471 -1.387 0.2321
H -0.034 -0.209 -2.049 0.2189
H 1.841 0.550 1.342 0.2231
H 0.362 0.301 2.091 0.2198
H 0.530 1.822 1.211 0.2324
```

The calculation puts the orbital gap at 11.14 eV. As for the spin multiplicity: 1. Its LUMO energy is 0.8 eV.



Version three
The following is a DFT calculation (wB97M-V/def2-TZVPD) of a molecular structure, C5H8O2.

Structure (XYZ):
```
15
Properties=species:S:1:pos:R:3:nbo_charge:R:1
C -0.669 0.037 -0.746 0.0495
C 0.096 0.954 0.190 0.0628
C 1.535 0.690 -0.226 -0.4507
C 1.469 -0.773 -0.165 -0.4237
C -0.096 -0.965 0.073 0.0559
H -1.870 0.245 0.681 0.4728
H -0.600 0.150 -1.924 0.1970
H -0.098 2.043 0.326 0.2093
H 2.231 1.373 0.279 0.2266
H 1.418 1.041 -1.233 0.2025
H 1.913 -1.464 -1.024 0.2149
H 1.992 -1.099 0.743 0.2228
H -0.507 -1.879 0.193 0.2086
O -2.107 0.018 -0.250 -0.7338
O -0.204 -0.027 1.151 -0.5143
```

The calculation puts the orbital gap at 10.89 eV. As for the spin multiplicity: 1. Its LUMO energy is 1.0 eV.



It turns out version one is the most stable, with the second structure 0.325 eV higher.